{"formula": "C55H123N8O16", "method": "ωB97M-V/def2-TZVPD", "total_charge": 3, "fmax_ev_per_a": 5.263, "e_homo_ev": -9.843, "multiplicity": 1, "homo_lumo_gap_ev": 1.334, "lumo_energy_ev": -8.5, "symbols": ["C", "C", "O", "N", "H", "H", "C", "H", "H", "H", "H", "H", "H", "C", "C", "O", "N", "H", "H", "C", "H", "H", "H", "H", "H", "H", "C", "C", "O", "N", "H", "H", "C", "H", "H", "H", "H", "H", "H", "C", "C", "O", "N", "H", "H", "C", "H", "H", "H", "H", "H", "H", "C", "C", "C", "C", "N", "C", "C", "C", "C", "C", "H", "H", "H", "H", "H", "H", "H", "H", "H", "H", "H", "H", "H", "H", "H", "H", "H", "H", "H", "H", "C", "C", "C", "C", "N", "C", "C", "C", "C", "C", "H", "H", "H", "H", "H", "H", "H", "H", "H", "H", "H", "H", "H", "H", "H", "H", "H", "H", "H", "H", "C", "C", "C", "C", "N", "C", "C", "C", "C", "C", "H", "H", "H", "H", "H", "H", "H", "H", "H", "H", "H", "H", "H", "H", "H", "H", "H", "H", "H", "H", "C", "O", "C", "C", "N", "H", "H", "C", "C", "O", "C", "H", "H", "H", "H", "H", "H", "H", "H", "H", "H", "H", "H", "H", "H", "C", "C", "O", "O", "H", "H", "H", "C", "C", "O", "O", "H", "H", "H", "C", "C", "O", "O", "H", "H", "H", "C", "C", "O", "O", "H", "H", "H", "C", "C", "O", "O", "H", "H", "H"], "coordinates": [[-1.0247, -1.1924, 1.1856], [-0.0877, -0.2008, 0.6884], [0.8761, 0.2687, 1.2513], [-0.4952, 0.2997, -0.6857], [-0.6289, -0.4589, -1.3390], [-1.4478, 0.6352, -0.6734], [0.3167, 1.4447, -1.2824], [-1.9891, -0.7929, 1.4992], [-0.5759, -1.7474, 2.0094], [-1.3039, -1.8448, 0.3582], [0.2910, 2.2701, -0.5709], [-0.0685, 1.6051, -2.2893], [1.3125, 1.0021, -1.2584], [1.9629, 5.8628, -1.0903], [0.9575, 6.9535, -1.5013], [1.1766, 8.1276, -1.2619], [-0.2564, 6.5360, -2.3930], [-0.6568, 7.3215, -2.8857], [0.1645, 5.9065, -3.0613], [-1.4073, 5.7668, -1.5887], [1.3654, 4.9656, -0.9280], [2.6335, 5.9627, -0.2369], [2.5916, 5.7608, -1.9748], [-1.0308, 4.8628, -1.1099], [-2.1936, 5.4467, -2.2723], [-1.6396, 6.5320, -0.8480], [-3.4677, 1.8728, 2.8736], [-3.1151, 3.3578, 2.7637], [-2.8749, 4.0038, 3.7874], [-2.9820, 4.0175, 1.3857], [-2.0800, 4.4601, 1.2823], [-3.0181, 3.3386, 0.6387], [-4.1112, 5.1588, 1.3546], [-2.6290, 1.3573, 2.4057], [-4.3720, 1.5665, 2.3478], [-3.5689, 1.4798, 3.8853], [-5.0800, 4.6637, 1.4203], [-4.1376, 5.6466, 0.3802], [-3.9115, 5.9361, 2.0923], [2.9685, 2.4782, 1.2030], [4.1550, 3.3858, 0.9036], [4.2415, 4.0804, -0.1322], [5.3902, 3.2186, 1.8571], [5.6768, 4.0288, 2.3877], [5.0473, 2.5569, 2.5387], [6.5766, 2.5986, 1.1094], [2.1782, 2.9756, 1.7652], [3.0473, 1.5839, 1.8212], [2.5718, 2.1292, 0.2497], [6.2923, 1.6054, 0.7620], [7.3839, 2.5764, 1.8415], [6.8445, 3.1975, 0.2389], [6.2350, -5.3320, 2.7132], [5.6350, -5.0898, 1.3386], [5.3570, -3.6030, 1.0220], [4.7707, -3.4745, -0.4031], [4.3737, -2.0138, -0.7455], [3.8971, -1.8628, -2.1507], [4.5591, -0.6054, -2.7938], [5.1883, 0.1294, -1.6534], [5.5108, -0.9490, -0.6734], [3.3080, -1.4361, 0.3377], [7.1413, -4.7302, 2.7807], [6.4879, -6.3896, 2.7874], [5.5290, -5.2201, 3.5361], [4.7452, -5.6867, 1.1383], [6.2747, -5.3418, 0.4928], [6.3154, -3.0977, 1.1419], [4.7127, -3.2206, 1.8137], [3.8488, -4.0540, -0.4511], [5.5057, -3.7606, -1.1554], [2.8110, -1.9247, -2.2186], [4.2236, -2.7887, -2.6244], [3.7954, 0.0913, -3.1392], [5.2551, -0.7647, -3.6174], [4.5184, 0.9039, -1.2799], [6.1163, 0.5650, -2.0238], [5.6872, -0.6524, 0.3605], [6.4161, -1.4616, -0.9988], [2.8437, -0.4821, 0.0881], [3.7589, -1.2709, 1.3162], [2.5555, -2.2230, 0.3894], [-4.3101, -8.7925, -0.3998], [-3.6223, -8.5570, -1.7622], [-2.2283, -7.8946, -1.8118], [-1.9766, -6.6566, -0.9978], [-0.6527, -5.9511, -1.4447], [0.6126, -6.8246, -1.2148], [1.6829, -5.8863, -0.7743], [1.1218, -4.5453, -0.4103], [-0.3585, -4.6561, -0.5569], [-0.7266, -5.4417, -2.9136], [-5.0058, -9.6305, -0.3564], [-4.7258, -7.8358, -0.0836], [-3.5357, -9.1358, 0.2863], [-4.2090, -7.9801, -2.4772], [-3.4921, -9.4954, -2.3011], [-2.0199, -7.6252, -2.8472], [-1.5178, -8.6925, -1.5958], [-1.8763, -6.9654, 0.0428], [-2.6944, -5.8440, -1.1093], [0.8336, -7.3249, -2.1576], [0.4407, -7.5242, -0.3967], [2.3333, -5.7338, -1.6356], [2.3500, -6.2234, 0.0190], [1.4615, -3.6789, -0.9778], [1.3397, -4.3270, 0.6351], [-0.8831, -3.7404, -0.8296], [-0.7968, -4.9378, 0.4005], [-1.6647, -4.9442, -3.1598], [-0.5940, -6.2791, -3.5985], [0.1704, -4.8282, -2.9980], [-1.4486, -1.9882, 5.2599], [-1.4367, -0.6221, 5.9769], [-0.4316, 0.3694, 5.3745], [-0.8145, 1.8657, 5.8173], [0.2709, 2.8671, 5.3938], [1.4280, 2.7084, 6.4132], [2.1008, 4.0717, 6.2284], [1.0240, 5.1338, 6.2169], [-0.1613, 4.3358, 5.6208], [0.6288, 2.7543, 3.9235], [-1.7817, -1.7827, 4.2426], [-2.2522, -2.5667, 5.7156], [-0.4620, -2.4475, 5.3218], [-1.1111, -0.8550, 6.9908], [-2.3459, -0.0520, 6.1674], [-0.3229, 0.3149, 4.2913], [0.5574, 0.0603, 5.7128], [-0.8700, 1.9575, 6.9020], [-1.8237, 2.1242, 5.4967], [2.0119, 1.8622, 6.0512], [1.0577, 2.5202, 7.4210], [2.7934, 4.1284, 5.3886], [2.8035, 4.2478, 7.0428], [1.3929, 5.8948, 5.5293], [0.8109, 5.5479, 7.2024], [-0.6775, 4.7792, 4.7693], [-0.9034, 4.3942, 6.4171], [1.0306, 1.7560, 3.7501], [1.4202, 3.4729, 3.7104], [-0.2118, 2.8573, 3.2372], [-5.6073, 4.8359, -7.4021], [-4.4513, 4.1605, -6.8823], [-3.2855, 4.6632, -7.5023], [-2.1902, 3.7272, -7.1027], [-1.8228, 3.9070, -5.6799], [-0.8417, 4.0008, -5.4592], [-2.2964, 4.7666, -5.4415], [-2.3642, 2.7570, -4.7023], [-1.7475, 1.3991, -4.8169], [-2.0372, 0.7688, -5.9981], [-3.2559, -0.0214, -6.0411], [-5.5031, 4.9857, -8.4767], [-5.9223, 5.7611, -6.9196], [-6.4745, 4.1762, -7.3685], [-3.2124, 5.7115, -7.2127], [-3.2549, 4.5860, -8.5891], [-1.2651, 4.0326, -7.5916], [-2.3753, 2.6966, -7.4054], [-3.4480, 2.6856, -4.7936], [-2.2708, 3.2313, -3.7254], [-2.0894, 0.8020, -3.9715], [-0.6649, 1.4739, -4.7155], [-4.1383, 0.3133, -5.4957], [-3.0850, -1.0432, -5.7024], [-3.6421, -0.2356, -7.0376], [-4.5832, 0.9099, -2.1289], [-3.7633, 1.8204, -1.2467], [-3.0616, 1.3581, -0.3625], [-3.9116, 3.0205, -1.4645], [-4.9926, 1.4675, -2.9712], [-5.3009, 0.3399, -1.5389], [-3.9746, 0.1453, -2.6117], [1.7949, -4.5953, 3.3715], [1.1480, -5.8259, 3.9960], [1.1282, -6.0324, 5.2015], [0.5876, -6.6668, 3.2504], [1.0794, -3.8476, 3.0292], [2.3960, -4.8710, 2.5050], [2.4782, -4.1410, 4.0890], [-4.9633, -2.8890, 1.4681], [-4.3032, -4.2336, 1.3459], [-4.7810, -5.1256, 0.6338], [-3.2493, -4.4496, 2.0004], [-5.7722, -2.7275, 0.7556], [-4.1965, -2.1490, 1.2386], [-5.3409, -2.8395, 2.4894], [-0.9995, -2.4627, -4.6129], [-0.6226, -1.8440, -3.2635], [-1.5815, -1.7412, -2.4410], [0.4973, -1.3873, -3.1034], [-0.4047, -3.3481, -4.8374], [-0.8476, -1.8357, -5.4914], [-2.0618, -2.7061, -4.5922], [1.0919, 6.3073, 2.3157], [-0.1745, 5.5484, 1.9250], [-1.2221, 6.1440, 2.2791], [-0.0260, 4.4980, 1.2877], [1.9735, 5.7111, 2.0802], [1.0886, 6.5453, 3.3794], [1.1404, 7.1821, 1.6673]], "atomic_forces_ev_per_a": [[-0.024, -1.055, 0.138], [-0.085, 1.206, 0.009], [-0.621, -0.148, -1.044], [1.430, 1.980, 0.703], [0.164, -1.922, -1.401], [-1.996, 0.520, 0.891], [0.094, -2.129, 1.254], [-0.032, 0.385, 0.017], [-0.167, -0.088, -0.041], [-0.054, -0.336, -0.015], [-0.309, 0.210, -0.318], [0.218, 0.175, 0.227], [0.230, 0.491, -0.691], [-1.790, -0.698, -1.226], [2.630, 3.637, 2.076], [-1.812, -3.066, -1.184], [0.119, -1.732, 1.541], [0.006, 0.671, 0.021], [-0.031, -0.251, -0.499], [1.159, 0.853, -0.275], [0.329, -0.407, -0.019], [-0.627, 1.003, -0.043], [0.123, -0.313, -0.132], [0.493, 0.276, 0.033], [-0.086, 0.571, 0.034], [-0.687, -0.413, 0.037], [0.184, 0.324, -0.919], [0.607, 0.515, 3.512], [-0.508, -1.186, -3.448], [-2.374, 1.244, 1.930], [1.036, 0.666, 0.692], [-0.916, -0.845, -0.960], [0.562, -0.930, -0.977], [-0.047, -0.263, -0.276], [0.102, 0.228, -0.374], [0.149, 0.753, 0.145], [0.208, -0.035, 0.473], [0.501, -0.348, -0.135], [0.212, -0.678, 0.261], [0.133, 0.032, 0.095], [-0.350, 1.505, -3.687], [0.290, -2.533, 4.605], [-0.707, -0.771, -1.483], [0.055, 0.848, -0.182], [0.146, -0.386, 0.464], [-0.063, 0.284, 0.325], [-0.190, 0.765, -0.481], [1.072, -0.119, 0.036], [-0.078, 0.363, 0.065], [-0.024, 0.075, 0.271], [0.073, -0.217, -0.280], [-0.188, 0.233, 0.293], [-0.037, -0.721, -0.686], [-0.462, 0.572, -1.127], [-0.197, -0.432, 0.272], [0.177, 1.366, 1.455], [-0.424, 2.949, 2.309], [0.062, -0.937, -1.193], [-1.684, 0.135, -0.097], [0.763, 0.139, 0.195], [0.699, -1.606, 0.608], [0.466, -1.453, -1.034], [-0.042, -0.052, 0.560], [0.380, 0.036, -0.087], [0.013, 0.661, -0.101], [-0.286, 0.020, 0.386], [0.673, -0.684, 0.366], [0.083, 0.272, -0.302], [-0.380, 0.163, -0.227], [0.048, 0.011, -0.339], [-0.177, -0.096, -0.056], [-0.135, 0.482, 0.174], [0.132, 0.169, -0.335], [-0.217, -0.506, -0.604], [-0.149, -0.525, 0.197], [0.081, 0.052, 0.240], [-0.019, 0.389, 0.380], [-0.226, -0.135, -0.001], [0.049, -0.098, -0.049], [0.303, -0.213, -0.885], [0.359, -0.551, -0.239], [-0.105, 0.213, 0.195], [1.195, 0.334, -0.423], [-0.295, -0.059, -0.785], [0.125, -0.425, -0.573], [0.681, 0.402, 0.125], [0.136, 1.224, -0.067], [-1.414, 0.186, 0.256], [2.380, 0.682, -1.115], [-0.510, 0.961, 0.625], [-1.674, -1.765, 0.959], [0.903, -1.241, 1.072], [-0.365, 0.396, -0.570], [-0.181, -0.277, 0.487], [0.124, 0.370, 0.365], [-0.637, 0.156, 0.390], [0.088, -0.235, 0.139], [-0.281, -0.250, -0.314], [0.382, 0.217, 0.438], [0.115, 0.710, 0.205], [-0.460, -0.353, 0.249], [-0.061, -0.145, 0.280], [-0.588, -0.123, -0.293], [0.338, -0.023, -0.133], [-0.437, -0.584, 0.053], [0.416, -0.179, -0.512], [-0.082, 0.018, 0.124], [-0.140, -0.420, -0.897], [-0.107, -0.075, 0.192], [0.182, 0.173, 0.558], [-0.102, -0.068, 0.155], [-0.326, 0.378, -0.257], [-1.336, 1.627, 0.047], [1.023, 0.055, 0.571], [-0.119, 1.212, 0.732], [0.831, -1.598, -0.359], [-1.719, 0.887, 0.605], [0.549, 0.784, -2.429], [1.698, -0.470, 1.909], [0.364, -0.790, -1.621], [-0.928, 0.716, 1.234], [0.899, -0.954, 0.861], [0.275, -0.523, -0.321], [0.452, -0.485, -0.071], [-0.264, -0.217, -0.090], [0.206, 0.267, 0.231], [-0.719, -0.653, -0.611], [-0.687, -0.054, -0.219], [0.231, 0.376, 0.302], [0.173, -0.193, 0.001], [0.315, 0.323, -0.695], [0.098, 0.038, 0.332], [-0.267, 0.158, -0.293], [-0.463, -0.240, -0.512], [-0.081, -0.087, 0.318], [-0.445, 0.373, 0.296], [-0.046, -0.079, -0.227], [0.389, -0.365, -0.361], [-0.291, -0.800, -0.121], [0.092, -0.016, 0.115], [-0.349, 0.218, 0.010], [-0.154, 0.457, 0.535], [-1.025, -0.730, -0.733], [-0.484, 0.560, -0.512], [-0.582, -0.981, 0.301], [2.030, 0.807, -1.124], [-1.772, -2.481, 1.769], [0.367, -0.061, -0.539], [-0.130, 0.262, 0.615], [-0.895, 1.808, 0.397], [0.482, 0.078, 0.485], [-1.149, -0.669, -1.577], [-0.286, -1.223, 0.031], [0.319, 0.343, -0.031], [0.650, 0.106, 0.277], [0.201, -0.262, 0.507], [0.760, 0.272, -0.051], [-0.656, 0.230, -0.263], [-0.122, -0.048, -0.622], [-0.180, 0.052, 0.609], [-0.002, 0.281, -0.716], [0.383, -0.338, 0.337], [-0.142, 0.062, 0.430], [0.329, -0.154, -0.145], [0.384, 0.807, 0.374], [0.485, 0.152, 0.521], [0.664, 0.885, -0.465], [0.460, -0.741, -0.691], [-2.173, -0.177, -2.240], [2.794, -1.431, 2.690], [0.480, 2.744, -0.214], [-0.585, 0.094, 0.446], [-0.254, 0.261, -0.148], [0.389, -0.284, 0.313], [0.812, 0.473, 0.080], [-1.803, -2.447, -0.348], [1.215, 1.733, 2.078], [0.419, 0.712, -2.347], [-0.371, -0.014, 0.125], [0.071, -0.272, -0.229], [-0.024, 0.209, 0.162], [-0.302, 0.320, -0.245], [1.379, -2.103, 0.015], [-1.326, -0.020, -1.336], [0.772, 1.557, 0.500], [-0.108, -0.261, 0.084], [0.062, 0.362, 0.436], [0.087, 0.482, 0.009], [-0.241, -0.436, -0.179], [-2.782, -0.145, -1.059], [0.571, 0.359, 0.587], [2.799, 0.917, 0.745], [-0.044, -0.133, 0.184], [0.263, 0.488, 0.297], [0.134, -0.298, 0.031], [0.383, -0.551, -0.280], [0.075, 3.009, 1.721], [0.109, -1.227, -0.906], [-0.521, -2.049, -1.410], [0.242, -0.157, 0.098], [-0.051, 0.398, -0.236], [0.004, 0.355, 0.458]]}